[1]
The following is a DFT calculation (ωB97M-V/def2-TZVPD) of a cluster of 2 separate species, CH2ClN2O2 in total in a non-equilibrium geometry.

Computed properties:
- net charge = -1
- highest occupied orbital energy (eV) = -4.68
- relative energy (zero: lowest compared OMol25 entry of this formula, charge and spin) (eV) = 0.910
- Kohn-Sham gap (eV) = 7.84

CARTESIAN COORDINATES (ANGSTROEM)
C: 0.904 -0.173 -0.097
N: -0.108 -0.752 0.451
N: -1.141 0.005 0.861
O: -1.341 1.151 0.526
O: -1.871 -0.658 1.639
Cl: 1.066 0.204 -2.737
H: 1.612 -0.765 -0.654
H: 0.879 0.989 0.012

Force components x, y, z for each atom (eV/Å):
-1.65 2.89 0.45
1.74 -1.56 -1.67
-1.64 -1.10 2.47
0.13 0.11 -0.22
0.26 1.56 -0.87
-0.06 0.05 -0.11
0.41 0.12 0.57
0.80 -2.07 -0.62

=====

[2]
The following is a DFT calculation (ωB97M-V/def2-TZVPD) of a cluster of 2 separate species, C5H14N2O in total in a non-equilibrium geometry.

Computed properties:
- net charge = +2
- highest occupied orbital energy (eV) = -17.74
- relative energy (zero: lowest compared OMol25 entry of this formula, charge and spin) (eV) = 1.224
- Kohn-Sham gap (eV) = 9.72

CARTESIAN COORDINATES (ANGSTROEM)
C: -0.308 0.565 -1.665
C: -0.320 -0.750 -0.929
C: 0.470 -0.634 0.384
C: 0.115 -1.342 1.457
N: 0.793 -1.307 2.765
C: 0.094 -1.444 3.811
N: -1.599 0.686 -2.471
H: -0.301 1.438 -1.004
H: 0.525 0.608 -2.385
H: -1.264 -1.339 -0.725
H: 0.264 -1.525 -1.486
H: 1.225 0.152 0.450
H: -0.798 -1.988 1.379
H: 1.746 -1.005 2.590
H: 0.507 -1.437 4.836
H: -0.977 -1.615 3.920
H: -2.392 0.792 -1.836
H: -1.572 1.383 -3.231
H: -1.686 -0.147 -3.106
H: 1.843 2.873 -1.708
H: 1.997 3.373 -0.253
O: 1.638 2.662 -0.793

Force components x, y, z for each atom (eV/Å):
-0.86 0.51 -0.63
1.31 -2.36 1.20
-0.64 0.37 0.66
-1.08 -0.57 -0.56
-2.18 0.55 -3.02
0.77 -0.24 2.92
0.86 -1.13 -1.80
0.25 -0.24 -0.22
-0.35 0.15 0.42
0.45 1.36 -0.32
-0.35 0.69 -0.05
0.22 -0.37 -0.21
1.13 0.43 0.59
0.55 -0.26 1.41
0.58 0.28 -0.80
0.02 -0.12 -1.32
-0.24 0.02 -0.48
-0.09 0.71 0.94
-0.41 0.21 1.22
0.26 0.28 0.08
0.09 0.12 -0.14
-0.29 -0.37 0.10

=====

[3]
The following is a DFT calculation (ωB97M-V/def2-TZVPD) of a structure of composition C37H48BrEuF4N6O2 in a non-equilibrium geometry.

Computed properties:
- multiplicity = 7
- net charge = +2
- highest occupied orbital energy (alpha / beta) (eV) = -8.67 / -13.22
- expectation value of S² = 12.19
- Kohn-Sham gap (alpha / beta) (eV) = 3.82 / 4.94

CARTESIAN COORDINATES (ANGSTROEM)
Eu: -1.583 -0.208 0.302
C: -3.270 1.934 4.416
C: -2.985 0.833 3.376
N: -1.742 1.077 2.491
C: -0.625 1.044 3.428
C: 0.784 0.659 2.841
C: -1.803 2.414 1.866
C: -2.934 2.587 0.861
N: -3.030 1.484 -0.119
C: -3.818 1.540 -1.194
C: -3.456 0.729 -2.266
F: -2.311 0.044 -2.144
C: -4.168 0.584 -3.414
F: -3.756 -0.365 -4.336
C: -5.218 1.452 -3.678
C: -5.596 2.331 -2.662
F: -6.558 3.280 -2.819
C: -4.867 2.350 -1.467
F: -5.216 3.306 -0.580
H: -4.181 1.735 5.028
H: -3.408 2.909 3.971
H: -2.446 2.120 5.146
H: -3.843 0.747 2.716
H: -2.738 -0.092 3.901
H: -0.773 0.177 4.118
H: -0.618 1.910 4.103
H: 0.781 -0.360 2.453
H: 1.575 0.879 3.588
H: 1.190 1.142 1.950
H: -0.884 2.544 1.274
H: -1.883 3.200 2.525
H: -2.782 3.585 0.282
H: -3.888 2.574 1.396
H: -5.784 1.335 -4.579
C: 4.371 4.046 -2.039
C: 3.026 3.884 -2.746
C: 3.279 3.289 -4.216
C: 2.436 5.335 -2.883
C: 1.957 3.014 -2.186
C: 0.608 3.310 -2.238
C: -0.300 2.424 -1.717
N: -0.008 1.275 -1.079
C: 1.316 0.966 -1.119
C: 2.292 1.809 -1.579
C: 1.769 -0.326 -0.571
C: 3.092 -0.715 -0.620
C: 3.446 -1.966 0.006
C: 2.458 -2.827 0.456
C: 1.188 -2.329 0.443
N: 0.777 -1.128 -0.017
C: 4.908 -2.384 0.118
C: 5.070 -3.785 -0.528
C: 5.311 -2.507 1.596
C: 5.833 -1.349 -0.550
H: 5.041 4.496 -2.785
H: 4.802 3.061 -1.773
H: 4.318 4.659 -1.082
H: 3.754 4.132 -4.762
H: 2.332 3.102 -4.634
H: 3.923 2.392 -4.264
H: 3.219 5.960 -3.148
H: 2.050 5.755 -1.967
H: 1.620 5.305 -3.608
H: 0.310 4.216 -2.698
H: -1.352 2.615 -1.708
H: 3.315 1.530 -1.488
H: 3.864 -0.084 -0.992
H: 2.632 -3.805 0.769
H: 0.331 -2.876 0.834
H: 4.578 -4.516 0.128
H: 6.083 -4.048 -0.509
H: 4.599 -3.730 -1.475
H: 4.611 -3.123 2.168
H: 5.402 -1.531 2.020
H: 6.239 -3.020 1.554
H: 5.727 -1.400 -1.660
H: 6.845 -1.793 -0.361
H: 5.680 -0.350 -0.170
O: -3.465 -5.631 3.851
C: -3.002 -4.471 3.351
C: -1.709 -3.960 3.693
C: -1.339 -2.828 2.964
N: -2.189 -2.114 2.183
C: -3.440 -2.623 2.033
Br: -4.506 -1.475 0.963
C: -3.876 -3.803 2.566
H: -2.842 -6.239 4.281
H: -0.987 -4.418 4.284
H: -0.393 -2.393 3.018
H: -4.904 -4.176 2.393
C: -1.429 -4.649 -1.253
C: -2.040 -3.271 -1.511
N: -2.992 -3.092 -2.403
O: -1.653 -2.274 -0.785
H: -1.016 -4.856 -0.255
H: -0.489 -4.682 -1.838
H: -2.077 -5.437 -1.525
H: -3.253 -3.910 -2.948
H: -3.318 -2.159 -2.756

Force components x, y, z for each atom (eV/Å):
3.26 -2.64 -0.19
0.31 0.17 0.92
0.75 0.71 -0.01
-1.48 0.58 1.17
2.09 -1.58 0.62
0.02 0.90 -0.15
0.66 -1.81 -2.86
-0.82 0.68 -0.93
-0.24 2.04 0.40
1.47 -0.43 0.36
0.49 -1.53 -0.91
-0.01 -0.43 0.05
0.58 -0.67 -1.24
-0.62 1.43 1.30
-0.80 -0.17 0.69
0.12 0.87 -0.05
1.13 -1.54 0.06
-3.04 3.21 -0.07
0.17 -0.79 -0.35
0.65 -0.13 -0.64
-0.33 0.22 -0.35
-0.54 -0.57 -0.49
-0.10 -0.35 0.07
-0.55 -0.03 -0.33
-0.30 0.67 -0.41
0.26 0.05 -0.54
0.05 -0.36 0.79
-0.59 -0.68 -0.18
-0.62 0.89 -0.13
0.15 0.05 0.39
0.00 1.72 1.78
-0.47 -1.58 1.12
-0.10 0.57 -0.07
-0.20 0.24 -0.47
0.01 -0.62 1.04
-0.75 1.05 -0.99
1.40 1.57 1.16
-0.74 -2.09 -0.12
-0.96 3.53 -0.79
1.71 -0.03 -0.21
-1.84 2.29 -0.84
2.27 -3.65 2.11
-2.13 -4.01 2.25
2.24 -0.76 -0.06
-2.11 1.34 -0.64
0.43 -2.84 2.12
1.46 1.92 -1.59
-1.11 1.72 -0.46
-1.84 0.27 -0.01
0.58 0.52 0.42
-0.67 0.21 -0.13
-1.39 1.10 1.76
-1.00 -0.27 -0.83
0.75 -2.33 -0.76
-0.01 0.08 0.52
-0.01 0.43 -0.08
0.03 -0.61 -1.30
-0.07 -0.70 -0.01
-1.11 -0.37 -0.78
-0.29 0.41 0.23
1.32 1.35 -1.10
-0.19 -0.30 0.58
0.28 0.49 -0.23
-0.60 0.51 -0.18
-0.52 0.57 -0.40
0.34 -0.01 0.03
0.22 0.05 -0.17
0.40 -1.33 0.66
0.34 -0.45 -0.03
-0.10 0.04 -0.39
1.57 -0.39 -0.55
-0.07 -0.51 -1.17
0.01 0.15 -0.03
0.18 0.56 0.59
1.13 -0.30 0.52
-0.12 0.35 0.69
-0.48 1.12 -0.04
0.39 0.23 0.16
-0.32 -0.14 -0.17
2.33 -1.91 2.71
-1.80 1.46 -3.01
-2.22 -0.29 0.26
-0.78 -1.00 -0.11
2.01 1.18 0.04
-0.41 -0.25 -0.11
-2.12 0.99 -1.34
0.15 0.65 -0.12
0.79 -1.03 1.09
1.58 0.40 0.35
0.88 0.17 0.15
1.31 1.19 -0.30
1.27 2.08 3.30
-0.69 -0.07 -1.49
-0.93 -2.18 -1.60
-0.76 0.73 0.02
-0.61 -0.10 -0.25
-0.63 -0.90 -0.52
-0.08 0.45 -0.03
0.73 -1.45 0.79

=====

Repeat the second record exactly.
The following is a DFT calculation (ωB97M-V/def2-TZVPD) of a cluster of 2 separate species, C5H14N2O in total in a non-equilibrium geometry.

Computed properties:
- net charge = +2
- highest occupied orbital energy (eV) = -17.74
- relative energy (zero: lowest compared OMol25 entry of this formula, charge and spin) (eV) = 1.224
- Kohn-Sham gap (eV) = 9.72

CARTESIAN COORDINATES (ANGSTROEM)
C: -0.308 0.565 -1.665
C: -0.320 -0.750 -0.929
C: 0.470 -0.634 0.384
C: 0.115 -1.342 1.457
N: 0.793 -1.307 2.765
C: 0.094 -1.444 3.811
N: -1.599 0.686 -2.471
H: -0.301 1.438 -1.004
H: 0.525 0.608 -2.385
H: -1.264 -1.339 -0.725
H: 0.264 -1.525 -1.486
H: 1.225 0.152 0.450
H: -0.798 -1.988 1.379
H: 1.746 -1.005 2.590
H: 0.507 -1.437 4.836
H: -0.977 -1.615 3.920
H: -2.392 0.792 -1.836
H: -1.572 1.383 -3.231
H: -1.686 -0.147 -3.106
H: 1.843 2.873 -1.708
H: 1.997 3.373 -0.253
O: 1.638 2.662 -0.793

Force components x, y, z for each atom (eV/Å):
-0.86 0.51 -0.63
1.31 -2.36 1.20
-0.64 0.37 0.66
-1.08 -0.57 -0.56
-2.18 0.55 -3.02
0.77 -0.24 2.92
0.86 -1.13 -1.80
0.25 -0.24 -0.22
-0.35 0.15 0.42
0.45 1.36 -0.32
-0.35 0.69 -0.05
0.22 -0.37 -0.21
1.13 0.43 0.59
0.55 -0.26 1.41
0.58 0.28 -0.80
0.02 -0.12 -1.32
-0.24 0.02 -0.48
-0.09 0.71 0.94
-0.41 0.21 1.22
0.26 0.28 0.08
0.09 0.12 -0.14
-0.29 -0.37 0.10